Entry 1:
Molecular formula: C11H15O6PS
Method: DFT, ωB97M-V/def2-TZVPD

Last column: Mulliken charge in e.
Cartesian coordinates (Å):
H -1.839316 0.601660 -2.619201  0.373
H 1.320977 -0.020184 2.932456  0.271
C 0.553377 2.054120 -0.737527  -0.249
H -2.495575 0.613051 -0.379838  0.305
H 0.794129 2.261769 0.300169  0.473
O 0.972125 -1.136953 -2.018836  -0.461
C -0.619377 1.358251 -1.040987  0.543
O -0.030611 -1.090051 4.063370  -0.368
O -1.018127 0.327262 2.312192  -0.504
H 1.064406 -0.114908 0.501487  0.484
H 1.883265 -1.527056 3.649370  0.352
S -1.509318 -0.640859 3.540569  0.658
O -1.288609 -1.853532 -1.276192  -0.494
O 0.758280 -3.290876 -0.629597  -0.748
H 1.755065 2.567832 -3.853149  0.397
C -0.927562 1.132360 -2.370105  -0.178
C -1.537645 0.898597 0.058250  -1.549
H 1.672334 -2.336368 1.523143  0.548
H 2.309992 3.024405 -1.498295  0.403
C 1.404369 2.481684 -1.740232  -0.752
C 0.768566 -1.805893 1.821263  -1.449
C 1.052784 -1.059208 3.121708  -0.375
O -2.002677 0.243909 4.561906  -0.530
H -1.742886 1.735410 0.727310  0.509
H 0.014636 -2.581152 1.981560  0.386
H 1.736134 -0.632972 -1.713190  0.334
P 0.244562 -1.932228 -0.835919  0.799
C -1.050817 -0.244263 0.977366  -0.025
C 0.308556 -0.889072 0.661658  0.499
C -0.082287 1.563941 -3.379738  -0.599
C 1.091948 2.233467 -3.065220  -0.458
H -1.414871 -2.262980 -2.143938  0.365
H -0.349401 1.365609 -4.411161  0.379
H -1.796429 -1.044771 0.979345  0.660

Atoms 1-2, force components in eV/Å:
0.0 0.0 0.0
0.1 0.0 0.0

Relative energy (zero: lowest compared OMol25 entry of this formula, charge and spin) (kcal/mol): 0.0
Kohn-Sham gap (hartree): 0.36711

---

Entry 2:
Molecular formula: C9H25BIN4O10P
Method: DFT, ωB97M-V/def2-TZVPD

Last column: Mulliken charge in e.
Cartesian coordinates (Å):
H 3.798975 1.463500 -0.150157  0.386
C 2.704376 -0.445626 7.730862  -0.730
C -5.707918 1.476681 -1.459127  -0.842
H -5.725067 2.235959 -2.251952  0.401
H 1.875442 2.583534 0.285450  0.288
I -7.580440 1.657623 -0.373825  -0.024
H 3.479880 0.272924 7.972342  0.310
O 1.063777 -0.169034 2.056903  -0.549
O 2.340114 -2.023977 6.095007  -0.500
H -0.157785 -3.166611 -3.237474  0.183
H -0.798045 1.803610 0.931511  0.283
H -2.270598 0.501743 -1.821224  -0.079
H 3.162845 0.408911 -1.423134  0.233
B -0.512557 2.251682 -0.926914  0.749
O -0.020767 -5.747194 -1.719480  -0.540
P -2.119656 1.918497 -1.937214  -0.205
H 3.360829 2.203196 -1.765186  0.340
O 3.177004 0.223109 1.933568  -0.504
O 4.158724 -0.886494 5.990562  -0.511
H 1.270822 0.875077 0.071261  0.075
C 2.519304 -1.796977 2.816876  -0.576
H 1.762736 0.054269 7.520811  0.292
O 0.317540 -3.841546 -0.784534  -0.528
O -0.716573 -0.050978 -3.535843  -0.451
H 3.072941 -1.628258 3.736002  0.096
H 1.580370 -2.300474 3.017886  0.308
N 2.228557 -0.469682 2.219961  0.921
O 0.772035 2.127563 -1.479982  -0.445
C 3.123270 1.433142 -1.017946  -1.173
C 1.702797 1.765816 -0.431791  0.089
H 1.319282 0.110247 -5.960833  0.319
H -4.050262 0.724724 -0.295869  0.318
N -0.124159 -4.543106 -1.666617  0.870
O -0.677430 2.623391 0.449074  -0.542
H 1.441148 1.032932 -4.430411  0.207
H -1.184194 -4.609276 -3.479248  0.294
H -5.621304 0.488756 -1.930084  0.388
C 0.767132 0.592999 -5.161780  -0.709
H -3.988796 3.505271 -1.676151  0.486
C -3.506982 2.778451 -1.001979  -0.726
H 3.112630 -2.355614 2.097732  0.306
N 3.103474 -1.178611 6.503391  0.849
C -0.848816 -3.861287 -2.769077  -0.545
N -0.041385 -0.432453 -4.458578  0.845
C -4.517037 1.707736 -0.449175  -0.717
H 2.590903 -1.177634 8.525770  0.285
H 0.078960 1.335835 -5.556445  0.294
H -4.900730 2.086233 0.510567  0.486
H -3.148301 3.357389 -0.134709  0.305
O 0.026544 -1.578906 -4.848201  -0.576
H -1.693607 -3.337061 -2.330594  0.268

Atoms 1-2, force components in eV/Å:
0.0 0.1 -0.5
0.1 0.2 0.2

Relative energy (zero: lowest compared OMol25 entry of this formula, charge and spin) (kcal/mol): 0.0
Kohn-Sham gap (hartree): 0.28964
Structure (SMILES): C[N+](=O)[O-].C[N+](=O)[O-].C[N+](=O)[O-].C[N+](=O)[O-].CCOB(O)PCCCI

---

Entry 3:
Molecular formula: C31H27HoN7O
Method: DFT, ωB97M-V/def2-TZVPD

Last column: Löwdin spin population.
Cartesian coordinates (Å):
N -0.391963 2.977930 -1.650508  0.000
H -3.720101 -3.298368 -0.289898  0.000
O 3.172022 2.967910 2.731417  0.001
H 0.223196 1.466387 3.366957  0.000
N -2.089761 -0.415911 0.218020  -0.004
H 0.967893 -1.715797 6.121557  0.000
H -0.177021 5.314102 -0.829815  0.000
C -0.832090 3.725883 0.442015  0.000
C -0.079141 2.417964 -3.909199  0.000
C 4.845690 -1.992778 0.610822  0.000
N 0.076830 -2.224104 0.339190  -0.003
C 0.462370 -0.215577 -3.288612  0.000
C 2.448370 2.397423 1.996214  0.000
H -1.222887 6.400686 3.188765  0.000
C -4.669839 -1.423823 0.180703  0.000
H -2.931857 1.419815 0.640071  0.000
Ho 0.291313 0.485033 0.169586  4.030
C 0.478965 0.208016 -4.613570  0.000
N 2.509322 -0.760962 -0.216331  -0.004
H 0.726011 -0.493138 -5.402536  0.000
C 0.536921 -2.239781 4.086420  0.000
N -0.672770 2.648612 -0.490941  -0.004
H -1.765102 4.039199 3.684369  0.000
C -4.447353 -0.081818 0.437897  0.000
H -5.263664 0.602096 0.625052  0.000
C 3.643363 -0.064757 -0.093201  0.000
H 1.134673 -2.727118 -1.381358  0.000
C -1.121907 5.647927 2.418214  0.000
N 0.113454 -0.441303 2.582490  -0.003
H 3.653104 -3.789668 0.665029  0.000
C 0.586063 0.004738 4.886685  0.000
N 1.708996 1.802070 1.261298  -0.008
C -1.116009 -2.523825 -0.470208  0.000
C 3.675288 -2.726198 0.464121  0.000
C -3.583764 -2.246720 -0.073506  0.000
C -0.680470 6.004788 1.147812  0.000
C -3.144376 0.376276 0.448536  0.000
C 0.720635 -1.353810 5.131662  0.000
H 0.228303 1.869077 -5.959688  0.000
C 1.266912 -2.809144 -0.302301  0.000
C -0.530482 5.049524 0.156830  0.000
H -1.497097 2.325662 1.918108  0.000
H -1.141763 -3.018198 1.851359  0.000
H -1.369652 -3.588337 -0.434414  0.000
C 0.296014 0.412814 3.602979  0.000
H 3.585292 0.991460 -0.313355  0.000
C -1.418942 4.323096 2.698750  0.000
H 0.714451 -1.257528 -3.099620  0.000
H -5.675533 -1.824799 0.170199  0.000
C -0.098621 -2.720559 1.719052  0.000
C -0.121329 1.955849 -2.592716  0.000
H 0.724931 0.740173 5.667275  0.000
H -0.277046 3.465594 -4.102685  0.000
C 0.221513 -1.746620 2.828182  0.000
C 0.202384 1.532580 -4.931736  0.000
C 4.835697 -0.643845 0.306288  0.000
H 0.496679 -3.623915 1.869403  0.000
C 2.536120 -2.076679 0.033415  0.000
H -0.446178 7.038723 0.930158  0.000
H 5.754267 -2.474468 0.949303  0.000
H 5.727774 -0.038819 0.389404  0.000
H -0.889554 -2.273573 -1.509022  0.000
H 1.363926 -3.872331 -0.065938  0.000
C 0.148413 0.624858 -2.220647  -0.007
C -1.269020 3.366109 1.708284  0.000
C -2.310616 -1.704907 -0.061961  0.000
H 0.634538 -3.307898 4.237437  0.000

Atoms 1-2, force components in eV/Å:
-0.2 0.4 -0.6
0.0 0.0 0.0

Charge: +1
Kohn-Sham gap (alpha / beta) (hartree): 0.29083 / 0.29139
⟨S²⟩: 6.00
Multiplicity: 5

---

Entry 4:
Molecular formula: C21H36BF9N2O9PYb
Method: DFT, ωB97M-V/def2-TZVPD

Last column: Mulliken charge in e.
Cartesian coordinates (Å):
C -2.373195 -3.214939 0.363452  0.041
O 0.888085 6.088817 -1.108162  -0.482
C 0.514731 2.482035 -1.086787  -1.389
H 0.074796 -3.449076 1.956118  0.687
C 2.121074 1.461609 4.147434  -1.596
C -0.691914 -0.593954 -6.184615  0.621
O -3.550190 -3.541974 0.407775  -0.642
O 1.713231 0.712978 1.845377  -0.206
H 1.434090 2.255295 4.416484  0.301
C 2.067131 -2.957834 2.383801  -1.245
H -2.893670 -1.240528 0.581252  0.575
H 2.774100 1.666837 -1.568591  0.279
H -0.558114 2.563461 -0.960354  -0.187
H -1.786705 -1.764753 1.775384  0.959
F -2.661095 -1.823189 -3.800665  -0.301
H 1.108074 -4.428464 5.396017  0.435
C -1.947135 0.205314 -1.084959  -0.772
C 0.786130 -2.105023 0.411828  -2.002
C 2.144495 -3.268317 3.883913  -0.380
H 0.760316 -2.986824 -0.207123  0.967
H 0.477547 0.196145 3.454831  0.238
H 2.364475 -3.847558 1.837713  0.541
H -0.912745 4.638273 0.679488  0.153
H -1.503304 4.355867 -0.806510  0.428
H 1.755864 -1.641579 0.270068  0.657
F -3.033017 -0.352493 -6.179077  -0.290
H 0.649872 2.302775 -2.148370  0.939
H 4.150459 0.064568 -0.014321  0.258
H 2.099722 3.959190 -1.371725  0.558
H -2.091151 2.843414 2.025071  0.168
C -2.974054 -0.553485 -3.393387  1.165
C 1.251597 3.775942 -0.735494  -0.210
O 0.360659 3.342145 2.467076  -0.695
O -1.565158 2.468626 1.334505  -0.010
F -0.521056 -1.733077 -5.475487  -0.194
H -1.514432 0.989992 -1.679502  -0.250
C 2.615649 1.270794 -0.571581  -1.562
C 0.681044 -2.559709 1.862327  0.320
H 2.435623 -2.389711 4.452941  0.196
H -3.976290 0.049386 -1.665479  0.409
F 0.422021 0.154542 -6.138533  -0.234
H -3.262195 -1.495882 -1.551286  0.230
O -1.425107 -4.093978 0.042334  -0.357
C 1.059488 1.204967 -0.402703  0.832
H 2.797761 -2.199068 2.120363  0.177
C 0.417725 5.043371 -0.751112  -0.020
H 2.052040 -0.503232 3.408534  -0.268
O 0.653859 0.068853 -1.047178  -0.361
O -0.457155 0.153466 1.117904  -0.680
O -0.724495 -1.904075 -1.682953  -0.778
H 2.394641 0.971130 5.072475  0.474
F -1.810499 1.452025 -6.203224  -0.308
N 3.261033 -0.036643 -0.475522  -0.369
H 1.648131 3.713687 0.277933  0.125
P -0.582263 -0.940596 -0.267622  1.493
Yb -2.197135 4.095090 3.080048  0.797
F -4.211275 -0.292186 -3.905359  -0.363
F -2.344257 1.646545 -3.824602  -0.392
C -3.053841 -0.485805 -1.873777  -1.193
C -1.986665 -1.809186 0.714175  -0.963
C 1.515250 0.416141 3.220722  0.717
H 0.433490 -4.589405 3.800671  0.306
C -1.981178 0.362002 -4.115555  0.505
H 3.029702 1.838802 3.695406  0.285
N -0.946525 5.002890 -0.262240  -0.664
F -0.711122 0.194748 -3.668601  -0.145
F -0.930556 -0.925837 -7.480045  -0.264
H 2.949872 -3.982114 4.023055  0.457
H 0.235531 -1.819895 2.519810  0.022
B -0.183443 2.339248 1.682185  1.308
H 3.457805 -0.416508 -1.387648  0.232
C 0.888201 -3.886973 4.487087  -1.269
H 0.072666 -1.843880 -2.205146  0.443
H -2.425881 0.709243 -0.247760  0.595
H 1.300208 3.423140 2.263225  0.369
C 0.574056 1.074227 1.106073  0.263
H 0.151720 -3.117014 4.691915  0.239
H -1.899601 -4.882757 -0.237971  0.382
C -1.930609 0.209670 -5.675406  0.416
H 3.073065 1.910273 0.169669  0.476

Atoms 1-2, force components in eV/Å:
-1.4 -0.1 0.1
-0.4 -0.5 0.2

Charge: +1
Kohn-Sham gap (hartree): 0.07729

---

Entry 5:
Molecular formula: C4H5NS2
Method: DFT, ωB97M-V/def2-TZVPD

Last column: Mulliken charge in e.
Cartesian coordinates (Å):
S -2.960127 -0.206157 -0.656137  -0.242
C 0.900226 0.095301 -0.746931  -0.567
C -0.247939 -0.678973 -0.230290  -0.215
C 1.832028 0.760015 -1.100926  0.047
C -1.460578 0.245128 -0.208482  0.137
S -1.257224 1.863227 0.361378  -0.131
H 0.548017 -2.005196 1.029185  0.262
H 0.423831 -0.455854 1.764614  0.287
N -0.009406 -1.149433 1.145945  -0.534
H -0.045381 1.791963 0.925047  0.101
H 2.749109 1.237130 -1.374820  0.442
H -0.472560 -1.497156 -0.908579  0.412

Atoms 1-2, force components in eV/Å:
0.5 -0.1 -0.1
0.1 -0.3 -0.2

Relative energy (zero: lowest compared OMol25 entry of this formula, charge and spin) (kcal/mol): 65.8
Kohn-Sham gap (hartree): 0.31135
Structure (SMILES): C#C[C@@H](N)C(=S)S

---

Entry 6:
Molecular formula: C22H17Cl3IrN3OS2
Method: DFT, ωB97M-V/def2-TZVPD

Last column: Löwdin spin population.
Cartesian coordinates (Å):
Ir -1.137364 0.033069 -1.126609  2.207
H -0.574454 1.350255 2.200834  0.001
C -2.798032 -1.087350 -3.330201  0.049
N -0.666961 -4.110238 3.782958  0.010
C -3.166855 -1.401181 -4.630629  0.005
C -1.285892 -3.413050 3.095398  0.003
H -1.345129 -5.016208 0.090668  0.000
C -1.672515 -1.988728 1.363528  0.044
H 2.958567 -0.651757 0.832721  0.007
C 0.780034 -0.354694 -1.567715  0.843
H 1.035218 -1.928093 4.443606  0.001
C 0.191449 0.600949 2.360916  0.018
H 0.063433 -3.946578 -0.217389  0.011
H 4.165262 4.695255 2.402341  0.000
C 0.847121 5.145210 1.888017  0.003
C -1.219701 -0.265780 -5.451751  0.004
H -0.432733 3.764654 0.825318  0.002
O -0.140487 1.823966 -0.401327  0.206
H 2.350174 6.313216 2.876907  0.000
C 1.584019 3.077021 0.934962  0.050
N -1.410583 -1.416140 0.379939  0.136
H -0.598093 0.062235 -6.276486  0.000
C -0.835525 0.019447 -4.149701  0.057
C 0.139713 -0.254175 3.447716  -0.001
H 0.053924 5.854200 2.089049  0.000
C 3.155994 4.496583 2.065071  0.001
H 2.860167 -2.167704 2.793362  0.000
S 1.321550 1.513351 0.030053  0.157
C 2.192829 -0.529704 1.585461  0.023
C 2.127540 -1.379216 2.681965  0.000
H 0.092164 0.543168 -3.956047  0.014
H -3.433647 -1.392449 -2.506463  0.006
C 2.879215 3.334878 1.361529  0.005
H -2.672102 -1.221599 -6.714052  0.001
C 0.563977 3.980416 1.185501  0.009
C -0.619760 -4.677388 -0.639213  0.009
Cl 0.338069 -6.093617 -1.136956  0.001
Cl -3.100301 1.295627 -0.645419  0.219
C 2.137108 5.403457 2.330127  -0.001
S 1.560241 -1.776246 -1.475115  0.680
H -4.075126 -1.963025 -4.811871  0.000
N -2.086840 -2.637514 2.383079  0.026
H -0.671115 -0.172026 4.159983  0.000
C -1.619744 -0.385009 -3.069130  0.130
Cl -1.454730 -3.927421 -1.990326  0.006
C -2.381423 -0.985508 -5.697768  0.020
C 1.107299 -1.241655 3.611516  0.019
C 1.225564 0.454976 1.444015  0.017
H 3.668481 2.622123 1.147629  0.002

Atoms 1-2, force components in eV/Å:
-0.1 -0.2 -0.1
0.0 0.0 0.0

Charge: -1
Relative energy (zero: lowest compared OMol25 entry of this formula, charge and spin) (kcal/mol): 46.6
Kohn-Sham gap (alpha / beta) (hartree): 0.19545 / 0.24276
⟨S²⟩: 8.77
Multiplicity: 6

---

| no. | E_tot (eV) | largest force on an atom (eV/A) |
| --- | --- | --- |
| 1 | -44061.322 | 0.44 |
| 2 | -54229.340 | 1.96 |
| 3 | -70858.552 | 1.12 |
| 4 | -109709.958 | 4.70 |
| 5 | -27386.863 | 1.54 |
| 6 | -91680.564 | 0.32 |